Entry 1:
Computed, not measured: the molecule C3H3N3 in a non-equilibrium geometry, with ωB97M-V/def2-TZVPD.

```
9
Properties=species:S:1:pos:R:3:nbo_charge:R:1
N 2.55861 -0.48101 -0.21528 -0.2688
C 1.43491 -0.21983 -0.16823 0.2525
C 0.07689 0.04609 0.29420 -0.2273
N -0.88677 -0.91827 -0.15145 -0.8295
C -0.36924 1.45123 0.03414 0.2549
N -0.79065 2.49264 -0.24989 -0.2733
H 0.58599 -0.13202 1.31464 0.2919
H -1.83376 -0.88685 0.19699 0.3994
H -0.77597 -1.35197 -1.05512 0.4002
```

Output
Relative energy (zero: lowest compared OMol25 entry of this formula, charge and spin) in kcal/mol: 39.6
Highest occupied orbital energy in eV: -10.68
Net charge: 0
E in eV: -7627.833
Structure (SMILES): N#CC(N)C#N
Gap between HOMO and LUMO in eV: 11.047



Entry 2:
Computed, not measured: a cluster of 2 separate species, C3H3N3 in total in a non-equilibrium geometry, with ωB97M-V/def2-TZVPD.

```
9
Properties=species:S:1:pos:R:3:nbo_charge:R:1
C -0.44574 -1.05503 0.79739 0.1610
C -0.92702 -0.19452 -1.75612 -0.0979
C -0.10979 0.29435 0.68449 0.1697
N -0.70162 -2.17172 0.93096 -0.1661
N -1.37707 -0.23512 -2.80913 -0.5363
N 1.17058 0.68427 0.57872 -0.6516
H -0.87970 1.03770 0.82097 0.2694
H 1.87488 -0.00603 0.36431 0.4261
H 1.39548 1.64610 0.38841 0.4258
```

Output
Relative energy (zero: lowest compared OMol25 entry of this formula, charge and spin) in kcal/mol: 84.8
Highest occupied orbital energy (spin up / spin down) in eV: -9.61 / -9.62
Net charge: 0
E in eV: -7625.871
Gap between HOMO and LUMO (spin up / spin down) in eV: 7.394 / 7.397



Entry 3:
Computed, not measured: a structure of composition C3H3N3O in a non-equilibrium geometry, with ωB97M-V/def2-TZVPD.

```
10
Properties=species:S:1:pos:R:3:nbo_charge:R:1
N 2.02820 -0.51665 0.01920 -0.6255
C 0.78853 -0.61017 -0.05134 0.5509
N -0.08063 2.81323 -0.18966 0.0130
N -0.96465 2.64321 0.44538 -0.0112
O -0.14716 0.04183 -0.94942 -0.5367
C -1.12015 -0.64991 -0.22505 0.1894
C -0.32662 -1.30265 0.62635 -0.4017
H 2.42309 0.13489 -0.65841 0.3673
H -2.17451 -0.53808 -0.44343 0.2129
H -0.42611 -2.01570 1.42638 0.2417
```

Output
Relative energy (zero: lowest compared OMol25 entry of this formula, charge and spin) in kcal/mol: 34.6
Highest occupied orbital energy in eV: -9.70
Net charge: 0
E in eV: -9675.952
Gap between HOMO and LUMO in eV: 10.359



Entry 4:
Computed, not measured: a cluster of 2 separate species, C3H3N3O in total in a non-equilibrium geometry, with ωB97M-V/def2-TZVPD.

```
10
Properties=species:S:1:pos:R:3:nbo_charge:R:1
N -0.98708 1.64160 -0.78276 -0.5878
C -0.24490 0.73444 -0.50490 0.5407
C 0.78395 0.03298 -0.00520 -0.6138
C 0.60402 -0.36887 1.38654 0.4097
O -0.37458 -0.89765 1.87024 -0.5500
H -1.81378 1.69637 -1.36174 0.4147
H 1.78138 -0.04378 -0.43161 0.2732
H 1.43522 0.01395 2.00274 0.1171
N -1.08937 -1.17523 -1.16508 -0.0371
N -0.09485 -1.63379 -1.00822 0.0332
```

Output
Relative energy (zero: lowest compared OMol25 entry of this formula, charge and spin) in kcal/mol: 76.0
Highest occupied orbital energy in eV: -8.53
Net charge: 0
E in eV: -9674.160
Structure (SMILES): N=C=CC=O.N#N
Gap between HOMO and LUMO in eV: 8.760



Entry 5:
Computed, not measured: the molecule C3H3N3O in a non-equilibrium geometry, with ωB97M-V/def2-TZVPD.

```
10
Properties=species:S:1:pos:R:3:nbo_charge:R:1
N 2.75302 -2.36117 1.00063 -0.3535
C 1.88251 -1.65444 0.74567 0.3952
N 0.86992 -0.85003 0.61292 -0.5010
C 0.50106 -0.20108 -0.40920 0.3625
N -0.53246 0.70970 -0.47153 -0.6339
C -1.69797 0.98899 0.24363 0.5480
O -2.28058 0.35696 1.06875 -0.5006
H 1.03901 -0.24996 -1.37070 0.1698
H -0.43678 1.31120 -1.28201 0.4055
H -2.09774 1.94983 -0.13816 0.1082
```

Output
Relative energy (zero: lowest compared OMol25 entry of this formula, charge and spin) in kcal/mol: 30.2
Highest occupied orbital energy in eV: -10.38
Net charge: 0
E in eV: -9676.146
Structure (SMILES): N#C/N=C/NC=O
Gap between HOMO and LUMO in eV: 10.031



Entry 6:
Computed, not measured: the molecule C3H3N3O in a non-equilibrium geometry, with ωB97M-V/def2-TZVPD.

```
10
Properties=species:S:1:pos:R:3:nbo_charge:R:1
O 1.74867 -0.93701 -0.81009 -0.5232
C 1.09684 -0.55563 0.12114 0.7452
N 0.04640 -1.36663 0.56862 -0.4078
C -1.00046 -0.82808 0.05231 0.0651
C -1.03780 0.61868 -0.17966 -0.0884
N -0.07063 1.40172 0.16973 -0.1505
N 1.08077 0.76908 0.57865 -0.4651
H -1.81735 -1.48598 -0.23617 0.2061
H -1.94282 1.09253 -0.53121 0.2158
H 1.89638 1.29133 0.26669 0.4027
```

Output
Relative energy (zero: lowest compared OMol25 entry of this formula, charge and spin) in kcal/mol: 49.6
Highest occupied orbital energy in eV: -10.15
Net charge: 0
E in eV: -9675.305
Structure (SMILES): O=c1nccn[nH]1
Gap between HOMO and LUMO in eV: 9.637



Entry 7:
Computed, not measured: the molecule C3H3N3O in a non-equilibrium geometry, with ωB97M-V/def2-TZVPD.

```
10
Properties=species:S:1:pos:R:3:nbo_charge:R:1
O -0.06925 -1.22722 2.75105 -0.4687
N 0.89048 -0.38147 1.69957 0.0581
C 0.25450 -0.12246 0.59327 -0.0727
C -0.96116 -0.56193 0.00206 0.0348
N -1.01088 -0.15029 -1.18692 -0.2314
N 0.02716 0.68245 -1.37030 -0.3075
C 0.90364 0.69486 -0.35903 0.0777
H -1.65737 -1.31767 0.18732 0.2381
H -0.06486 1.05398 -2.24384 0.4204
H 1.68774 1.32975 -0.07316 0.2511
```

Output
Relative energy (zero: lowest compared OMol25 entry of this formula, charge and spin) in kcal/mol: 152.7
Highest occupied orbital energy (spin up / spin down) in eV: -9.36 / -9.36
Net charge: 0
E in eV: -9670.831
Structure (SMILES): O=Nc1cn[nH]c1
Gap between HOMO and LUMO (spin up / spin down) in eV: 7.497 / 7.496



Entry 8:
Computed, not measured: a cluster of 2 separate species, C3H3N3O in total in a non-equilibrium geometry, with ωB97M-V/def2-TZVPD.

```
10
Properties=species:S:1:pos:R:3:nbo_charge:R:1
N 2.13023 -0.27030 0.52542 -0.5937
C 0.96405 -0.37650 0.20545 0.5419
C -0.25040 -0.76557 -0.19485 -0.5886
C -1.44880 -0.53993 0.61639 0.4038
O -1.45528 0.08643 1.66044 -0.5479
H 2.63445 0.60499 0.43094 0.4044
H -0.31402 -1.20387 -1.19294 0.2593
H -2.38994 -0.98510 0.18597 0.1205
N 0.54332 1.91249 -0.91453 -0.0223
N -0.41359 1.53736 -1.32229 0.0225
```

Output
Relative energy (zero: lowest compared OMol25 entry of this formula, charge and spin) in kcal/mol: 30.9
Highest occupied orbital energy in eV: -9.42
Net charge: 0
E in eV: -9676.116
Structure (SMILES): N=C=CC=O.N#N
Gap between HOMO and LUMO in eV: 9.596



Entry 9:
Computed, not measured: the molecule C3H3N3O, with ωB97M-V/def2-TZVPD.

```
10
Properties=species:S:1:pos:R:3:nbo_charge:R:1
N 2.82779 -0.09942 0.18271 -0.5659
C 1.63908 -0.34283 0.11393 0.4627
N -0.33042 1.71803 -0.06558 -0.2178
N -0.59069 0.53564 0.04979 -0.1591
O -2.71229 0.16845 1.00438 -0.4699
C -2.03738 0.18692 0.02130 0.5188
C 0.34161 -0.57894 0.15638 -0.3455
H 3.34137 -0.05699 -0.69706 0.3935
H -2.40840 0.04608 -1.00482 0.1358
H -0.07069 -1.57694 0.23898 0.2475
```

Output
Relative energy (zero: lowest compared OMol25 entry of this formula, charge and spin) in kcal/mol: 108.4
Highest occupied orbital energy in eV: -8.51
Net charge: 0
E in eV: -9672.752
Gap between HOMO and LUMO in eV: 8.802



Entry 10:
Computed, not measured: the molecule C3H3N3O, with ωB97M-V/def2-TZVPD.

```
10
Properties=species:S:1:pos:R:3:nbo_charge:R:1
O 2.05377 -0.31896 0.35790 -0.6382
C 0.79649 -0.08756 -0.02140 0.5041
C 0.30216 1.23211 -0.08436 -0.0807
N -0.99313 1.42994 0.01162 -0.1595
N -1.83014 0.38787 0.00570 -0.2726
C -1.30673 -0.80213 -0.22657 0.2271
N -0.00345 -1.10965 -0.21714 -0.4910
H 2.04171 -1.22037 0.71885 0.4997
H 0.94368 2.10632 -0.14857 0.2188
H -2.00438 -1.61756 -0.39604 0.1924
```

Output
Relative energy (zero: lowest compared OMol25 entry of this formula, charge and spin) in kcal/mol: 29.9
Highest occupied orbital energy in eV: -9.75
Net charge: 0
E in eV: -9676.156
Structure (SMILES): Oc1cnncn1
Gap between HOMO and LUMO in eV: 9.980



Repeat the ninth record exactly.
Computed, not measured: the molecule C3H3N3O, with ωB97M-V/def2-TZVPD.

```
10
Properties=species:S:1:pos:R:3:nbo_charge:R:1
N 2.82779 -0.09942 0.18271 -0.5659
C 1.63908 -0.34283 0.11393 0.4627
N -0.33042 1.71803 -0.06558 -0.2178
N -0.59069 0.53564 0.04979 -0.1591
O -2.71229 0.16845 1.00438 -0.4699
C -2.03738 0.18692 0.02130 0.5188
C 0.34161 -0.57894 0.15638 -0.3455
H 3.34137 -0.05699 -0.69706 0.3935
H -2.40840 0.04608 -1.00482 0.1358
H -0.07069 -1.57694 0.23898 0.2475
```

Output
Relative energy (zero: lowest compared OMol25 entry of this formula, charge and spin) in kcal/mol: 108.4
Highest occupied orbital energy in eV: -8.51
Net charge: 0
E in eV: -9672.752
Gap between HOMO and LUMO in eV: 8.802



The lowest relative energy (zero: lowest compared OMol25 entry of this formula, charge and spin) belongs to which entry?
number 10



net charge of number 5 (C3H3N3O)?
0



Which of these has the highest relative energy (zero: lowest compared OMol25 entry of this formula, charge and spin)?
number 7